Record 1
Formula: C2H2N4O2
Source: the OMol25 dataset
Level of theory: ωB97M-V/def2-TZVPD

Geometry as XYZ:
```
10
Properties=species:S:1:pos:R:3
C -1.40049 -0.06384 -0.04587
C 1.95076 0.52439 -0.16135
H -1.02667 1.82803 -0.24905
H 2.79186 1.09123 -0.27917
N 0.03457 -0.00151 -0.05855
N 0.76889 1.09275 -0.16738
N 2.03726 -0.74742 0.27960
N 0.77854 -1.12462 0.05190
O -1.74593 1.06104 0.32132
O -2.05427 -1.08815 -0.19226
```

Computed properties:
electronic energy: -446.8147 Eh
SMILES: O=C(O)n1ncnn1
HOMO-LUMO gap: 11.1041 eV

These are the natural (NBO) partial charges, in e, on atoms 1 to 8: C 0.8835; C 0.1424; H 0.5385; H 0.1973; N -0.1136; N -0.2951; N -0.2176; N 0.0201



Record 2
Formula: C2H2N4O2
Source: the OMol25 dataset
Level of theory: ωB97M-V/def2-TZVPD

Geometry as XYZ:
```
10
Properties=species:S:1:pos:R:3
C 1.37459 1.30095 -1.13289
C 0.17017 -0.18645 0.17772
H 2.40491 1.70813 -1.30108
H 2.16907 0.01187 0.23874
N 1.30139 0.35277 -0.13426
N -0.93981 0.40559 0.42783
N -1.74325 -0.64204 0.84227
N -1.18162 -1.65960 1.10176
O 0.36348 1.76390 -1.64823
O 0.14909 -1.46441 0.53950
```

Computed properties:
electronic energy: -446.8330 Eh
SMILES: O=CNc1nnno1
HOMO-LUMO gap: 10.9697 eV

These are the natural (NBO) partial charges, in e, on atoms 1 to 8: C 0.5233; C 0.6259; H 0.1379; H 0.4265; N -0.6352; N -0.3146; N -0.0147; N 0.1221



Record 3
Formula: C2H2N4O2
Source: the OMol25 dataset
Level of theory: ωB97M-V/def2-TZVPD

Geometry as XYZ:
```
10
Properties=species:S:1:pos:R:3
C -0.91737 -0.57506 0.02097
C 1.26037 -0.57048 0.03577
H -2.74945 -0.27150 0.01689
H 1.81974 1.49707 -0.02317
N -1.03220 0.85344 -0.10479
N 0.00113 1.53309 -0.09134
N 1.08580 0.88900 0.23450
N 0.18327 -1.31151 0.26576
O -2.07205 -1.04469 -0.10808
O 2.42076 -0.99936 -0.24650
```

Computed properties:
electronic energy: -446.8574 Eh
SMILES: O=c1nc(O)nn[nH]1
HOMO-LUMO gap: 9.7270 eV

These are the natural (NBO) partial charges, in e, on atoms 1 to 8: C 0.6872; C 0.7184; H 0.5285; H 0.4086; N -0.3475; N 0.1088; N -0.4166; N -0.5245



Record 4
Formula: C2H2N4O2
Source: the OMol25 dataset
Level of theory: ωB97M-V/def2-TZVPD

Geometry as XYZ:
```
10
Properties=species:S:1:pos:R:3
C 0.37509 -0.10116 -0.87651
C -0.91504 -0.27610 -0.18284
H -0.09647 -1.54198 -2.03927
H 0.08622 0.90425 2.47804
N 0.69999 -0.89533 -1.92210
N 1.15712 1.10554 -0.43671
N 1.03396 1.36450 0.81016
N 0.43729 0.33615 1.66699
O -0.86030 -0.20020 1.21493
O -1.91787 -0.69568 -0.71270
```

Computed properties:
electronic energy: -446.7627 Eh
SMILES: [H]/N=c1/nn[nH]oc1=O
HOMO-LUMO gap: 9.1421 eV

These are the natural (NBO) partial charges, in e, on atoms 1 to 8: C 0.1986; C 0.6775; H 0.3631; H 0.3796; N -0.4691; N -0.1332; N 0.0378; N -0.1937



Record 5
Formula: C2H2N4O2
Source: the OMol25 dataset
Level of theory: ωB97M-V/def2-TZVPD

Geometry as XYZ:
```
10
Properties=species:S:1:pos:R:3
C 1.03734 0.13624 -0.60238
C -0.85996 -0.60509 0.63525
H 2.78368 0.16928 0.62334
H 1.66593 1.02901 -1.25953
N 1.73835 -0.51172 0.26711
N -0.31434 -0.20220 -0.58621
N -1.10352 0.86543 -0.89923
N -2.25754 0.67842 -0.31122
O -2.20714 -0.22902 0.57844
O -0.48279 -1.33035 1.55443
```

Computed properties:
electronic energy: -446.7256 Eh
HOMO-LUMO gap: 10.2474 eV

These are the natural (NBO) partial charges, in e, on atoms 1 to 8: C 0.2085; C 0.8090; H 0.3596; H 0.2338; N -0.5911; N -0.3314; N -0.0605; N 0.1280



Record 6
Formula: C2H2N4O2
Source: the OMol25 dataset
Level of theory: ωB97M-V/def2-TZVPD

Geometry as XYZ:
```
10
Properties=species:S:1:pos:R:3
C -1.58663 -0.34724 -0.02905
C -0.00473 -0.25607 0.13748
H -2.12782 1.58497 0.60808
H 2.69802 0.97652 -0.24018
N 0.83280 -1.40361 -0.05851
N 2.10444 -1.03175 -0.07818
N 1.93764 0.39869 -0.16821
N 0.67506 0.92176 0.10172
O -2.41312 0.63799 -0.26217
O -2.11566 -1.48125 -0.01096
```

Computed properties:
electronic energy: -446.7760 Eh
HOMO-LUMO gap: 10.0561 eV

These are the natural (NBO) partial charges, in e, on atoms 1 to 8: C 0.7248; C 0.1354; H 0.4912; H 0.3978; N -0.1967; N 0.0212; N -0.2233; N -0.2029



Number 1: lowest unoccupied orbital energy -0.0121 hartree. Number 2: lowest unoccupied orbital energy 0.0082 hartree. Number 3: lowest unoccupied orbital energy -0.0234 hartree. Number 4: lowest unoccupied orbital energy -0.0567 hartree. Number 5: lowest unoccupied orbital energy -0.0013 hartree. Number 6: lowest unoccupied orbital energy -0.0250 hartree.